{
  "formula": "C23H32N4O5S",
  "method": "ωB97M-V/def2-TZVPD",
  "spin_multiplicity": 1,
  "de_lowest_kj_mol": 259.2,
  "e_homo_ev": -7.669,
  "homo_lumo_gap_ev": 8.039,
  "fmax_ha_per_bohr": 0.021,
  "lumo_energy_ev": 0.370,
  "smiles": "COc1ccccc1N1CCN(S(=O)(=O)c2c(C(=O)N3CCOCC3)c(C)n(C)c2C)CC1",
  "species": ["C", "O", "C", "C", "C", "C", "C", "C", "N", "C", "C", "N", "S", "O", "O", "C", "C", "C", "O", "N", "C", "C", "O", "C", "C", "C", "C", "N", "C", "C", "C", "C", "C", "H", "H", "H", "H", "H", "H", "H", "H", "H", "H", "H", "H", "H", "H", "H", "H", "H", "H", "H", "H", "H", "H", "H", "H", "H", "H", "H", "H", "H", "H", "H", "H"],
  "coordinates": [[-2.04, 0.47, -4.53], [-0.89, 0.40, -3.73], [0.24, -0.20, -4.25], [0.25, -0.86, -5.47], [1.38, -1.50, -5.93], [2.54, -1.49, -5.17], [2.55, -0.81, -3.96], [1.42, -0.15, -3.48], [1.56, 0.55, -2.27], [0.70, 1.68, -1.98], [1.43, 2.58, -0.98], [1.80, 1.87, 0.22], [0.75, 1.89, 1.50], [1.45, 1.37, 2.63], [0.23, 3.23, 1.58], [-0.62, 0.80, 1.19], [-0.64, -0.56, 1.59], [0.48, -1.25, 2.29], [1.41, -1.73, 1.68], [0.35, -1.37, 3.63], [-0.66, -0.73, 4.44], [0.00, 0.36, 5.31], [1.04, -0.17, 6.08], [2.04, -0.72, 5.25], [1.46, -1.87, 4.41], [-1.83, -1.08, 1.16], [-2.34, -2.47, 1.30], [-2.53, -0.08, 0.53], [-3.82, -0.22, -0.10], [-1.80, 1.07, 0.55], [-2.31, 2.35, 0.00], [2.54, 0.65, -0.04], [1.84, -0.23, -1.08], [-1.84, 0.99, -5.47], [-2.76, 1.05, -3.95], [-2.46, -0.52, -4.73], [-0.65, -0.90, -6.07], [1.36, -2.01, -6.88], [3.43, -1.99, -5.51], [3.45, -0.77, -3.38], [0.52, 2.24, -2.90], [-0.26, 1.36, -1.56], [0.80, 3.42, -0.67], [2.34, 2.97, -1.43], [-1.43, -0.29, 3.81], [-1.11, -1.49, 5.09], [-0.73, 0.78, 6.01], [0.38, 1.15, 4.65], [2.83, -1.08, 5.91], [2.42, 0.05, 4.57], [2.21, -2.26, 3.72], [1.10, -2.67, 5.07], [-3.25, -2.50, 1.91], [-1.58, -3.07, 1.79], [-2.56, -2.92, 0.33], [-4.26, -1.17, 0.16], [-3.71, -0.16, -1.19], [-4.48, 0.58, 0.22], [-1.61, 3.14, 0.27], [-2.41, 2.31, -1.09], [-3.29, 2.59, 0.42], [2.63, 0.11, 0.90], [3.53, 0.94, -0.40], [2.48, -1.07, -1.33], [0.91, -0.62, -0.65]]
}